ORCA calculation (ωB97M-V with the def2-TZVPD basis set) on 2 unconnected molecules or ions with the total composition C23H26BFNO5S.

Values from the calculation:
E_LUMO = 0.05 eV
highest occupied orbital energy = -2.3253 eV
total charge = -1
Kohn-Sham gap = 0.087 hartree

Structure (XYZ):
```
58
Properties=species:S:1:pos:R:3:forces:R:3:lowdin_charge:R:1
C 2.33835 -2.97374 2.00129 -0.722 1.012 0.828 -0.0705
C 1.21437 -1.74157 1.88034 -0.080 -1.025 0.832 -0.3446
C -0.23378 -2.48913 1.63906 -1.138 0.132 0.205 -0.1342
C -1.32603 -1.58284 0.79440 -2.146 2.583 -1.052 -0.0414
C -2.04730 -0.34966 1.66424 -1.213 -0.254 -3.755 0.0528
C -3.11704 0.66894 0.95279 1.539 -2.459 -1.975 -0.0077
C -3.49387 0.47100 -0.63687 1.827 -1.799 0.955 0.0335
C -2.78672 -0.76754 -1.49618 -0.364 1.030 2.390 0.0412
F -3.21639 -0.85086 -2.93972 1.686 0.085 4.693 -0.0738
C -1.68689 -1.82772 -0.81932 -1.346 3.116 2.177 0.0759
B -0.96803 -3.02143 -1.70725 -0.744 -0.131 -1.434 -0.4288
O -1.66072 -3.40320 -2.98866 2.225 2.534 1.237 -0.0067
N 0.33386 -3.72621 -1.37445 -1.300 -0.465 -0.824 -0.1805
C 1.50560 -3.04366 -2.04442 -0.367 1.396 0.383 -0.0903
C 0.28566 -5.21459 -1.63808 1.437 -1.185 -0.342 -0.1186
C -4.55730 1.56168 -1.32775 -2.873 -0.476 -2.799 -0.2051
O -5.45116 1.24041 -2.26890 5.729 1.837 5.706 -0.0394
C -4.42700 3.11459 -0.72041 1.102 -1.238 3.501 -0.0201
C -4.08047 3.29520 0.74643 -0.241 -0.932 -4.616 -0.4567
S -3.89358 5.07378 1.35217 0.466 -0.874 -0.581 0.7198
C -3.85248 1.95787 1.72460 -1.697 0.180 4.004 -0.2016
O -4.25911 1.92310 2.99821 2.856 0.049 -7.998 -0.0294
O 1.57947 -0.76101 0.84557 1.409 -0.131 2.346 -0.1767
C 2.66484 0.09292 1.41815 1.252 1.255 -0.066 -0.1806
C 3.97293 0.24242 0.43581 2.828 -0.119 -2.267 -0.1019
C 4.72751 -1.11894 -0.09205 1.813 3.428 -1.510 -0.0235
C 6.04338 -1.04464 -1.09934 -2.404 4.040 1.839 -0.0642
C 6.58860 0.46025 -1.53432 -2.710 -0.251 2.085 -0.0820
C 5.87155 1.86692 -1.01254 -1.938 -4.184 1.646 -0.0665
C 4.55366 1.74573 -0.00230 1.636 -3.456 -1.336 -0.0187
H 3.32966 -2.58552 2.52194 -1.970 -0.842 -1.317 0.0851
H 2.52239 -3.39134 0.92259 -0.379 0.628 2.231 0.0716
H 1.84991 -3.75551 2.74202 1.124 1.345 -1.737 0.0940
H 1.10891 -1.16146 2.91663 0.337 -1.271 -2.143 0.1517
H -0.70946 -2.62547 2.72556 1.024 0.398 -2.327 0.1281
H -0.12338 -3.59956 1.22233 -0.134 2.763 0.472 0.1183
H -1.80172 -0.18832 2.80214 -0.531 -0.421 -2.561 0.1084
H -1.39581 -2.63312 -3.60629 -1.042 -1.713 1.186 0.1235
H 1.78994 -3.52844 -3.07070 -0.397 0.834 1.951 0.1069
H 2.37589 -2.98614 -1.26449 -1.294 -0.210 -1.825 0.0717
H 1.16591 -1.91509 -2.23650 0.995 -2.306 0.313 0.1193
H -0.23703 -5.85081 -0.80340 0.825 1.543 -1.429 0.0952
H -0.17494 -5.52500 -2.66791 0.699 0.768 1.782 0.0942
H 1.41965 -5.58665 -1.66199 -2.408 0.699 0.112 0.1029
H -4.57082 4.05040 -1.44322 0.114 -2.397 1.826 0.1329
H -2.95958 5.63650 0.42371 -1.298 -1.220 0.909 -0.0773
H 2.28389 1.20500 1.62526 0.524 -2.483 -0.568 0.1395
H 3.06483 -0.31515 2.45409 -0.953 0.639 -2.187 0.1267
H 4.37187 -2.18958 0.22161 0.585 2.449 -0.604 0.0632
H 6.53862 -2.05369 -1.45822 -1.023 2.497 0.749 0.0801
H 7.53124 0.53990 -2.23401 -2.158 -0.166 1.557 0.0715
H 6.25565 2.93415 -1.32580 -0.777 -2.544 0.658 0.0793
H 3.99830 2.70676 0.43274 1.406 -2.335 -1.178 0.0942
C -5.62249 8.59518 1.22638 -0.519 0.100 -0.465 -0.5594
O -4.63511 8.29222 2.05559 0.865 -0.496 0.471 -0.4327
H -5.35548 8.79975 0.17555 0.503 0.112 -0.720 0.0153
H -6.41868 7.84330 1.09202 -0.430 -0.737 0.116 0.0166
H -6.22405 9.48959 1.46189 -0.213 0.669 0.457 0.0198
```
Forces are in eV/Å.